Below is a 5-piece molecular cluster, C41H49F3N5O12 overall at a distorted geometry, with properties calculated with ωB97M-V with the def2-TZVPD basis set.

Last column: Mulliken charge in e.
Geometry (Å):
C  3.21  -1.82  1.31  -1.019
C  3.02  -1.27  -0.06  0.732
O  3.25  -1.90  -1.09  -0.560
O  2.56  0.04  -0.13  -0.413
C  1.23  0.14  -0.65  -0.122
C  1.20  1.19  -1.75  -0.305
C  0.18  2.33  -1.50  -0.403
C  -1.11  2.15  -2.30  -1.086
C  -2.36  2.69  -1.55  -0.812
C  -3.42  1.69  -1.40  -0.592
N  -4.62  1.84  -1.82  -0.046
C  -5.57  0.78  -1.47  -0.840
C  -4.67  -0.27  -0.79  -0.252
C  -4.77  -1.71  -1.32  -0.996
O  -3.45  -2.26  -1.29  -0.405
C  -3.38  -3.62  -1.35  1.086
F  -2.09  -3.96  -1.17  -0.233
F  -3.80  -4.10  -2.54  -0.280
F  -4.13  -4.21  -0.38  -0.281
C  -3.26  0.33  -0.79  0.599
C  -2.61  0.43  0.60  -0.437
C  -3.36  1.35  1.55  -0.233
C  -2.56  1.56  2.86  -0.968
C  -1.52  2.64  2.64  0.112
O  -0.77  2.91  3.82  -0.544
H  2.81  -1.17  2.07  0.304
H  2.73  -2.79  1.31  0.370
H  4.27  -2.00  1.48  0.258
H  0.91  -0.82  -1.03  0.505
H  0.57  0.40  0.18  -0.048
H  0.92  0.73  -2.69  -0.377
H  2.20  1.60  -1.86  0.567
H  -0.01  2.35  -0.43  0.023
H  0.65  3.27  -1.74  0.540
H  -1.24  1.11  -2.59  0.635
H  -1.01  2.73  -3.20  0.438
H  -2.07  3.00  -0.55  0.108
H  -2.79  3.56  -2.04  0.804
H  -4.92  2.66  -2.34  0.311
H  -6.24  0.49  -2.26  0.462
H  -6.15  1.23  -0.67  0.336
H  -5.02  -0.33  0.23  0.378
H  -5.44  -2.26  -0.67  0.441
H  -5.18  -1.73  -2.32  0.351
H  -2.54  -0.16  -1.44  1.256
H  -1.59  0.76  0.46  -0.698
H  -2.56  -0.56  1.03  0.586
H  -3.50  2.34  1.13  0.246
H  -4.32  0.91  1.81  0.378
H  -3.26  1.92  3.60  0.320
H  -2.10  0.63  3.18  0.386
H  -0.86  2.37  1.82  0.181
H  -2.05  3.54  2.36  -0.056
H  -0.03  2.31  3.81  0.377
C  -1.23  -7.29  -2.45  -0.298
C  -0.60  -8.44  -2.91  -0.501
C  -0.11  -9.37  -2.01  -0.436
C  -0.27  -9.14  -0.66  0.047
C  -0.89  -8.01  -0.18  -0.591
C  -1.37  -7.08  -1.08  -0.041
N  0.23  -10.14  0.30  1.019
O  0.79  -11.12  -0.14  -0.602
O  0.05  -9.92  1.48  -0.606
H  -1.62  -6.57  -3.15  0.377
H  -0.49  -8.61  -3.97  0.378
H  0.38  -10.27  -2.36  0.460
H  -1.00  -7.85  0.88  0.441
H  -1.86  -6.19  -0.72  0.302
C  6.67  -2.28  7.22  -0.436
C  7.68  -2.13  6.28  -0.419
C  7.43  -1.50  5.08  -0.379
C  6.16  -1.02  4.83  0.147
C  5.13  -1.16  5.75  -0.316
C  5.40  -1.79  6.95  -0.445
N  5.89  -0.33  3.56  1.038
O  6.80  -0.24  2.77  -0.595
O  4.78  0.11  3.37  -0.601
H  6.87  -2.77  8.16  0.381
H  8.67  -2.51  6.49  0.377
H  8.22  -1.38  4.35  0.449
H  4.15  -0.78  5.53  0.437
H  4.61  -1.91  7.68  0.372
C  -0.99  9.06  3.27  -0.435
C  -2.01  9.25  2.34  -0.424
C  -2.89  8.23  2.06  -0.479
C  -2.75  7.03  2.72  0.244
C  -1.74  6.81  3.65  -0.278
C  -0.86  7.84  3.92  -0.542
N  -3.70  5.94  2.45  1.115
O  -4.56  6.13  1.61  -0.647
O  -3.56  4.91  3.07  -0.642
H  -0.30  9.86  3.49  0.391
H  -2.11  10.21  1.84  0.381
H  -3.69  8.38  1.34  0.448
H  -1.65  5.86  4.15  0.479
H  -0.07  7.69  4.64  0.387
C  3.00  -0.93  -7.41  -0.413
C  1.97  -0.73  -6.49  -0.613
C  1.92  0.44  -5.75  0.104
C  2.90  1.40  -5.95  0.011
C  3.93  1.22  -6.85  -0.439
C  3.97  0.04  -7.59  -0.470
N  2.85  2.65  -5.18  1.037
O  1.95  2.78  -4.36  -0.627
O  3.70  3.48  -5.39  -0.596
H  3.03  -1.84  -7.99  0.388
H  1.22  -1.49  -6.35  0.380
H  1.13  0.60  -5.04  0.342
H  4.68  1.98  -6.99  0.473
H  4.77  -0.11  -8.30  0.383

Properties
HOMO energy	-11.445	eV
E_tot	-83467.9417	eV
max |F|	2.6	eV/Å
gap between HOMO and LUMO	8.130	eV
2S+1	1
charge	+1